Formula: Cl2H4Si2
Source: the OMol25 dataset
Level of theory: ωB97M-V/def2-TZVPD

Last columns: bonded neighbours and bond lengths (Å).
CARTESIAN COORDINATES (ANGSTROEM)
1 Si 2.5676 -0.5810 0.5229  H6 1.488, H7 1.485
2 Si -1.6148 0.1170 -0.6802  Cl3 2.007, Cl4 2.006, H5 1.456, H8 1.456
3 Cl -2.3445 1.6355 0.4100  Si2 2.007
4 Cl -2.3334 -1.6220 0.0141  Si2 2.006
5 H -0.1642 0.0961 -0.5551  Si2 1.456
6 H 3.2615 0.7236 0.3439  Si1 1.488
7 H 2.6915 -0.6448 2.0009  Si1 1.485
8 H -2.0637 0.2756 -2.0566  Si2 1.456

Calculated values
Lowest unoccupied orbital energy: -1.163 eV
Max |F|: 0.020 hartree/bohr
Orbital gap: 7.599 eV
HOMO level: -8.76 eV
Relative energy (zero: lowest compared OMol25 entry of this formula, charge and spin): 41.41 kcal/mol